Record 1
A single C3H6N2O2 molecule. Source: the OMol25 dataset; level of theory: ωB97M-V/def2-TZVPD.

Computed properties:
**HOMO energy**: -0.2780 Ha
**E_tot**: -377.83478 hartree
**Energy above the lowest of the compared OMol25 structures with the same formula, charge and spin**: 78.2 kcal per mole
**LUMO energy**: 0.395 eV
**Orbital gap**: 7.960 eV
**Max |F|**: 0.5 eV Å⁻¹
**SMILES string**: [H]/N=C/O/C=C(\[NH3+])[O-]

Last column: Löwdin charge in e.
Cartesian coordinates (Å):
H -1.51392 3.20906 -0.21168  0.05
N -0.79733 2.48862 -0.15346  0.11
C -1.21353 1.45887 0.44922  -0.32
O -0.46036 0.36424 0.67634  -0.11
C 0.86896 0.38337 0.20265  -0.11
C 1.40938 -0.71098 -0.37713  -0.41
N 0.18604 -1.97422 -0.25435  0.19
O 2.40663 -1.16368 -0.88808  0.01
H -2.20247 1.28257 0.88556  0.13
H 1.37991 1.32742 0.31490  0.11
H 0.22047 -2.55294 -1.09238  0.12
H -0.73164 -1.56462 -0.09574  0.10
H 0.44786 -2.54771 0.54413  0.12

Record 2
A single C5H7Cl molecule at a distorted geometry. Source: the OMol25 dataset; level of theory: ωB97M-V/def2-TZVPD.

Computed properties:
**HOMO energy**: -0.3715 Ha
**E_tot**: -654.81050 hartree
**Energy above the lowest of the compared OMol25 structures with the same formula, charge and spin**: 50.2 kcal per mole
**LUMO energy**: 0.954 eV
**Orbital gap**: 11.063 eV
**Max |F|**: 4.2 eV Å⁻¹
**SMILES string**: C#C[C@H](Cl)CC

Last column: Löwdin charge in e.
Cartesian coordinates (Å):
C -2.16162 -1.02872 -0.36001  0.10
C -1.33471 -0.47915 0.26507  -0.24
C -0.09556 0.10853 0.87848  -0.59
Cl 0.06889 1.59919 -0.27778  0.53
C 1.13313 -0.81748 0.71084  -0.28
C 1.51083 -1.15537 -0.79328  -0.10
H -2.72050 -1.77991 -0.87590  0.04
H -0.31926 0.48489 1.95500  0.13
H 1.93004 -0.32110 1.37675  0.13
H 0.76516 -1.75635 1.20814  0.11
H 1.84470 -0.17667 -1.13772  0.03
H 2.41241 -1.82516 -0.76670  0.08
H 0.60397 -1.57886 -1.24383  0.07

Record 3
5 unconnected molecules or ions with the total composition C15H16Cl6F2 at a distorted geometry. Source: the OMol25 dataset; level of theory: ωB97M-V/def2-TZVPD.

Computed properties:
**HOMO energy**: -0.3428 Ha
**E_tot**: -3541.98628 hartree
**Energy above the lowest of the compared OMol25 structures with the same formula, charge and spin**: 26.6 kcal per mole
**LUMO energy**: 0.464 eV
**Orbital gap**: 9.791 eV
**Max |F|**: 3.9 eV Å⁻¹
**SMILES string**: Fc1ccccc1.Fc1ccccc1.ClCCl.ClCCl.ClCCl

Last column: Löwdin charge in e.
Cartesian coordinates (Å):
F -7.24604 4.72463 2.98770  0.06
C -6.95856 5.79594 2.21288  -0.26
C -5.69424 5.98123 1.48984  0.01
C -5.48751 7.18481 0.75512  -0.07
C -6.42992 8.24009 0.82977  -0.10
C -7.60517 8.04846 1.51214  -0.09
C -7.81931 6.85121 2.17715  -0.05
H -4.92879 5.26933 1.76127  0.10
H -4.54788 7.41661 0.27579  0.09
H -6.15374 9.19897 0.41662  0.10
H -8.29307 8.87655 1.59848  0.10
H -8.56772 6.69172 2.93927  0.12
F 4.92582 -4.66519 1.42388  0.08
C 5.92539 -5.48988 1.16298  -0.30
C 5.79884 -6.42178 0.14785  0.00
C 6.84029 -7.39056 -0.03879  -0.08
C 8.01773 -7.21774 0.62976  -0.12
C 8.18178 -6.25456 1.64145  -0.08
C 7.10477 -5.42932 1.94482  -0.01
H 4.90450 -6.46498 -0.45605  0.11
H 6.70598 -8.05760 -0.87749  0.10
H 8.80315 -7.92796 0.41737  0.10
H 9.10800 -6.19325 2.19350  0.10
H 7.15818 -4.63330 2.67275  0.11
Cl 6.80968 -1.39646 -3.70353  0.50
C 8.37830 -1.10800 -2.95465  -1.04
Cl 8.43495 0.49896 -2.22091  0.49
H 8.78904 -1.95220 -2.40083  0.04
H 9.08751 -0.87719 -3.74954  0.00
Cl -9.52283 1.09003 -2.69411  0.50
C -8.36645 -0.09530 -2.14025  -1.02
Cl -9.27147 -1.64016 -2.13826  0.46
H -7.48855 -0.17578 -2.78127  0.03
H -8.04122 0.19287 -1.14061  0.03
Cl -1.87932 -1.52692 -0.76989  0.44
C -0.33328 -0.58369 -0.69445  -0.94
Cl -0.72055 0.97717 -1.50886  0.45
H -0.03897 -0.40671 0.34004  0.03
H 0.42082 -1.13008 -1.26091  0.03

Record 4
A single C4H6O molecule at a distorted geometry. Source: the OMol25 dataset; level of theory: ωB97M-V/def2-TZVPD.

Computed properties:
**HOMO energy**: -0.3228 Ha
**E_tot**: -231.15458 hartree
**Energy above the lowest of the compared OMol25 structures with the same formula, charge and spin**: 43.4 kcal per mole
**LUMO energy**: 1.155 eV
**Orbital gap**: 9.940 eV
**Max |F|**: 3.6 eV Å⁻¹
**SMILES string**: C=COC=C

Last column: Löwdin charge in e.
Cartesian coordinates (Å):
C 2.32046 -0.17145 0.15256  0.01
C 1.16134 0.37492 -0.23017  -0.26
O 0.06308 -0.42456 -0.03868  -0.12
C -1.16686 0.35897 0.15833  -0.18
C -2.38264 -0.20366 -0.05042  -0.01
H 3.28484 0.39335 -0.03384  0.07
H 2.45322 -1.25966 0.30289  0.07
H 0.95485 1.38899 -0.55796  0.11
H -0.98379 1.48281 0.59848  0.16
H -2.51931 -1.27903 -0.28794  0.07
H -3.28830 0.51730 0.10604  0.09

Record 5
A molecular structure, C25H33FN2O7SiTa at a distorted geometry. Source: the OMol25 dataset; level of theory: ωB97M-V/def2-TZVPD.

Computed properties:
**HOMO energy**: -0.4198 Ha
**E_tot**: -2055.09140 hartree
**Total charge**: +1
**Energy above the lowest of the compared OMol25 structures with the same formula, charge and spin**: 2.0 kcal per mole
**LUMO energy**: -3.298 eV
**Orbital gap**: 8.125 eV
**Max |F|**: 1.2 eV Å⁻¹

Last column: Löwdin charge in e.
Cartesian coordinates (Å):
Ta -0.54019 -0.59499 0.68150  1.98
O -1.34705 -1.71562 2.59305  -0.15
C -2.68163 -1.46000 3.04560  -0.16
C -3.52406 -1.78771 1.84674  -0.12
N -3.07720 -1.01329 0.66656  -0.20
C -3.63460 0.33635 0.63740  -0.06
C -2.71437 1.32717 1.33132  -0.49
O -2.96466 2.45686 1.57845  0.18
O -1.47853 0.76999 1.61914  -0.22
C -3.26724 -1.81175 -0.54538  -0.07
C -2.09863 -2.77190 -0.68765  -0.49
O -2.09363 -3.78579 -1.30091  0.18
O -0.97478 -2.30356 -0.04549  -0.20
H -0.70739 -1.64314 3.31158  0.07
H -2.92962 -2.10921 3.88516  0.15
H -2.78208 -0.42277 3.37314  0.13
H -3.39426 -2.84584 1.61878  0.14
H -4.58738 -1.61669 2.03677  0.15
H -3.73795 0.66992 -0.39428  0.13
H -4.61860 0.40139 1.10836  0.15
H -4.19423 -2.38845 -0.53875  0.15
H -3.26633 -1.16098 -1.41792  0.12
C 3.44684 -0.23911 3.44843  -0.16
Si 1.66759 0.10924 3.06944  0.45
C 1.52129 1.86009 2.48848  -0.16
C 0.60792 -0.14450 4.58088  -0.16
N 1.07119 -1.00769 1.75967  -0.22
C 1.92413 -2.07412 1.31060  -0.28
C 2.59529 -2.94457 2.16188  -0.04
C 3.41255 -3.94001 1.64433  -0.06
C 3.55827 -4.09708 0.27310  -0.06
C 2.87137 -3.26391 -0.59865  0.01
C 2.08038 -2.28762 -0.04701  -0.22
F 1.35052 -1.45912 -0.86451  0.01
H 3.83715 0.66648 3.92199  0.05
H 4.04598 -0.43078 2.55766  0.05
H 3.59528 -1.06681 4.14095  0.04
H 1.89090 2.50365 3.29244  0.05
H 0.51425 2.19057 2.23794  0.03
H 2.15815 2.01665 1.61505  0.03
H 1.02752 0.43967 5.40415  0.05
H 0.60917 -1.18676 4.92175  0.04
H -0.42095 0.20124 4.44938  0.03
H 2.46672 -2.85266 3.23166  0.11
H 3.92900 -4.60445 2.32337  0.11
H 4.19029 -4.88108 -0.11982  0.11
H 2.92784 -3.36888 -1.67307  0.13
C 0.74869 3.96938 -6.12827  -0.03
C 0.47351 3.20318 -4.86908  -0.23
C 1.41746 3.12889 -3.85511  0.01
C 1.19559 2.41546 -2.68668  -0.16
C 2.29948 2.42486 -1.66169  -0.02
C -0.03727 1.73191 -2.54695  -0.04
C -1.02170 1.80394 -3.56543  -0.16
C -2.37701 1.14828 -3.49607  -0.03
C -0.73925 2.54315 -4.69872  0.00
C -0.29347 0.93183 -1.37065  -0.45
O 0.46366 0.92910 -0.32345  -0.13
O -1.28283 0.11686 -1.23914  -0.10
H 1.62609 4.60520 -6.02812  0.08
H -0.10190 4.59405 -6.40141  0.09
H 0.92252 3.28004 -6.95699  0.10
H 2.35793 3.65323 -3.97180  0.12
H 3.13466 3.00750 -2.04520  0.08
H 2.65520 1.41939 -1.43726  0.09
H 1.97189 2.86388 -0.72121  0.08
H -2.90646 1.40280 -2.57845  0.08
H -2.29946 0.06170 -3.53956  0.09
H -2.97781 1.48323 -4.33884  0.09
H -1.49374 2.61371 -5.47322  0.13

Record 6
2 unconnected molecules or ions with the total composition C4H12 at a distorted geometry. Source: the OMol25 dataset; level of theory: ωB97M-V/def2-TZVPD.

Computed properties:
**HOMO energy**: -0.4253 Ha
**E_tot**: -159.57789 hartree
**Energy above the lowest of the compared OMol25 structures with the same formula, charge and spin**: 4.4 kcal per mole
**LUMO energy**: 1.204 eV
**Orbital gap**: 12.776 eV
**Max |F|**: 1.1 eV Å⁻¹
**SMILES string**: CC.CC

Last column: Löwdin charge in e.
Cartesian coordinates (Å):
C 1.49255 -0.02237 -0.99644  -0.17
C 0.70563 -1.04074 -1.81717  -0.16
H 1.95346 -0.41686 -0.09022  0.06
H 2.33075 0.41433 -1.55456  0.06
H 0.86886 0.84108 -0.76433  0.04
H -0.35899 -1.00436 -1.58337  0.05
H 0.96489 -2.05260 -1.49870  0.06
H 0.83909 -0.91525 -2.88847  0.06
C -1.38894 1.20684 1.14994  -0.16
C -0.80506 -0.09314 1.66325  -0.18
H -2.43761 1.02672 0.90203  0.07
H -1.30376 2.03905 1.83921  0.06
H -0.93185 1.49088 0.20110  0.04
H 0.20623 -0.02755 2.06362  0.06
H -0.75688 -0.87741 0.90535  0.05
H -1.37839 -0.56860 2.46877  0.06

Record 7
A molecular structure, C43H47Cl2GeN2OSbSc. Source: the OMol25 dataset; level of theory: ωB97M-V/def2-TZVPD.

Computed properties:
**HOMO energy**: -0.0550 Ha
**E_tot**: -5849.84996 hartree
**Total charge**: -1
**Energy above the lowest of the compared OMol25 structures with the same formula, charge and spin**: 11.5 kcal per mole
**LUMO energy**: 2.277 eV
**Orbital gap**: 3.774 eV
**Max |F|**: 0.3 eV Å⁻¹

Last column: Löwdin charge in e.
Cartesian coordinates (Å):
Sc -0.02553 0.62058 0.38445  0.87
C 0.40533 1.37518 3.31477  -0.06
N -0.22830 0.20948 2.66552  -0.31
C 0.30113 -1.01109 3.27588  -0.09
C -1.70422 0.30421 2.81618  -0.15
C -2.49866 -0.77352 2.10574  -0.18
C -3.03136 -1.78987 2.89742  -0.07
C -3.78146 -2.82855 2.37168  -0.11
C -3.99364 -2.85675 1.00017  -0.11
C -3.47864 -1.85486 0.19890  -0.09
C -2.73981 -0.76874 0.70631  -0.34
H 0.14578 1.41142 4.38025  0.10
H 0.06687 2.29649 2.84190  0.08
H 1.48729 1.31109 3.19926  0.11
H 0.18295 -0.96981 4.36773  0.10
H 1.35850 -1.10750 3.03151  0.10
H -0.23040 -1.88053 2.89895  0.03
H -1.98789 1.29290 2.45895  0.09
H -1.95919 0.28547 3.88460  0.13
H -2.84898 -1.75696 3.96715  0.11
H -4.18316 -3.60007 3.01565  0.10
H -4.57489 -3.65518 0.55321  0.10
H -3.68847 -1.86728 -0.86537  0.11
Cl 1.12246 5.30011 1.24746  0.64
C 2.21119 3.98978 0.85610  -0.62
C 3.57595 4.13513 0.97847  -0.18
C 4.40821 3.05725 0.71038  -0.61
Cl 6.13899 3.30854 0.88957  0.59
C 3.94964 1.78008 0.31713  -0.24
C 4.74162 0.64623 0.03032  -0.14
C 4.09734 -0.41084 -0.68343  -0.17
C 2.75583 -0.47217 -0.82622  -0.26
N 1.88839 0.45864 -0.18269  -0.13
C 2.53366 1.68409 0.19458  -0.19
C 1.68368 2.74530 0.47639  -0.39
O 0.34757 2.52668 0.37937  -0.24
H 4.00371 5.08013 1.28453  0.09
H 5.81821 0.70998 0.06636  0.04
H 4.69677 -1.17016 -1.17754  0.09
H 2.29133 -1.18796 -1.49359  0.04
C -2.24988 0.28700 -0.22136  -0.34
Ge -3.36525 1.89242 -0.23524  0.99
C -5.22838 1.40048 -0.63485  -0.24
C -5.89181 1.91097 -1.75080  -0.10
C -7.19335 1.52706 -2.04961  -0.10
C -7.85424 0.61675 -1.23730  -0.11
C -7.20753 0.09049 -0.12737  -0.09
C -5.90686 0.47815 0.16823  -0.12
C -2.71237 3.09415 -1.62679  -0.27
C -3.24127 4.37865 -1.75481  -0.12
C -2.75291 5.25828 -2.71074  -0.09
C -1.71924 4.86445 -3.55032  -0.10
C -1.17932 3.59284 -3.43132  -0.08
C -1.67572 2.71510 -2.47649  -0.10
C -3.36380 2.91359 1.43649  -0.28
C -4.35619 2.76485 2.40531  -0.11
C -4.26624 3.42910 3.62255  -0.10
C -3.18376 4.25944 3.88345  -0.10
C -2.20014 4.43445 2.91856  -0.08
C -2.29119 3.76938 1.70212  -0.12
H -2.39214 -0.07544 -1.24854  0.03
H -5.38402 2.61734 -2.39813  0.09
H -7.69126 1.93730 -2.92011  0.10
H -8.86792 0.31412 -1.47014  0.09
H -7.71313 -0.62816 0.50659  0.10
H -5.41191 0.04165 1.02904  0.09
H -4.03264 4.70398 -1.08673  0.10
H -3.16747 6.25586 -2.79090  0.10
H -1.32541 5.55426 -4.28635  0.10
H -0.35790 3.28834 -4.06761  0.10
H -1.23024 1.73139 -2.38213  0.09
H -5.20950 2.12418 2.21503  0.09
H -5.04218 3.29734 4.36752  0.09
H -3.11051 4.77298 4.83452  0.10
H -1.34931 5.07849 3.10534  0.09
H -1.49499 3.89420 0.97515  0.07
C 2.21095 -5.24243 -0.21023  -0.20
C 2.18944 -3.72453 -0.35666  -0.42
Sb 0.28471 -2.73128 -0.04696  1.46
C -0.81630 -4.48316 0.58066  -0.43
C -0.68767 -4.75193 2.08020  -0.19
C -0.34754 -2.74778 -2.11193  -0.43
C -0.30973 -4.10523 -2.80464  -0.19
H 3.22462 -5.62446 -0.35736  0.07
H 1.56800 -5.73314 -0.94286  0.05
H 1.88287 -5.56611 0.77879  0.05
H 2.50386 -3.43189 -1.35966  0.04
H 2.89209 -3.24422 0.32351  0.04
H -0.46572 -5.33676 0.00170  0.03
H -1.85844 -4.30614 0.31548  0.03
H 0.35483 -4.87803 2.38254  0.06
H -1.22478 -5.65907 2.37073  0.07
H -1.10539 -3.92970 2.66208  0.03
H 0.30484 -2.03185 -2.61822  0.04
H -1.35400 -2.32254 -2.12737  0.03
H 0.69665 -4.52832 -2.79323  0.05
H -0.61934 -4.02582 -3.85004  0.06
H -0.97566 -4.82006 -2.31780  0.06

Record 8
2 unconnected molecules or ions with the total composition C4H6BO4 at a distorted geometry. Source: the OMol25 dataset; level of theory: ωB97M-V/def2-TZVPD.

Computed properties:
**HOMO energy**: -0.1166 Ha
**E_tot**: -481.94078 hartree
**Total charge**: -1
**Energy above the lowest of the compared OMol25 structures with the same formula, charge and spin**: 11.6 kcal per mole
**LUMO energy**: 3.732 eV
**Orbital gap**: 6.906 eV
**Max |F|**: 4.0 eV Å⁻¹

Last column: Löwdin charge in e.
Cartesian coordinates (Å):
B -1.35934 1.51386 -0.02106  -0.62
C 2.37094 0.36951 -0.32433  -0.07
C 1.14629 -0.20273 -0.48534  -0.27
C -0.93513 -1.20790 0.16641  -0.62
C 0.22099 -0.57609 0.48454  -0.16
O -1.47502 -1.30724 -0.92266  0.00
O -1.78194 -1.55186 1.24211  0.03
O -1.29180 1.25285 -1.34564  0.15
O -1.48244 2.02675 1.04748  0.14
H 3.13344 0.39551 -1.11080  0.02
H 2.45781 0.85018 0.68352  0.04
H 0.96980 -0.38430 -1.58595  0.12
H 0.57929 -0.36855 1.47435  0.11
H -0.99051 0.31377 -1.35940  0.05
H -1.56234 -1.12375 2.05675  0.07